1.
The following is a DFT calculation (ωB97M-V/def2-TZVPD) of 2 unconnected molecules or ions with the total composition C8H13BrN2O3S.

Lowest unoccupied orbital energy = 0.378 eV
HOMO energy = -8.724 eV
Structure (SMILES) = CN=[S@@](=O)(O)ONC.Brc1ccccc1
Total charge = 0

Each line ends with the Mulliken charge.
Cartesian coordinates (Å):
C: 0.74771 -1.33067 1.86593  -0.313
C: 0.89754 0.00764 1.99883  -0.425
C: 1.28552 -1.98662 0.76565  -0.722
C: 1.60386 0.66639 1.07817  -0.168
C: 1.99584 -1.30290 -0.20336  -0.229
C: 2.22045 0.01833 0.02998  -0.123
C: -1.74511 -2.42312 -1.33740  -0.561
C: -1.37999 2.68987 0.41220  -0.892
N: -2.23103 -1.41236 -0.43865  -0.315
N: -0.46715 2.02994 -0.50650  -0.251
O: 0.05030 0.36155 -2.18228  -0.408
O: -2.30590 1.01185 -2.01321  -0.663
O: -1.27301 -0.34162 -0.21081  -0.087
S: -1.09747 0.85742 -1.23820  1.025
Br: 3.14374 0.96944 -1.28749  -0.144
H: 0.16719 -1.85364 2.65656  0.305
H: 0.44779 0.35811 2.91038  0.378
H: 1.02963 -3.00528 0.66709  0.546
H: 1.82450 1.71763 1.13812  0.344
H: 2.44940 -1.73791 -1.06671  0.467
H: 0.00688 0.71702 -3.13085  0.342
H: -2.50431 -3.00669 -1.91127  0.320
H: -1.07113 -2.07298 -2.18202  0.224
H: -1.13494 -2.93717 -0.64143  0.159
H: -2.50410 2.34612 0.34837  0.303
H: -0.92239 2.67110 1.48230  0.204
H: -1.30862 3.68655 0.07891  0.386
H: -3.04905 -0.87276 -0.83895  0.296

2.
The following is a DFT calculation (ωB97M-V/def2-TZVPD) of a molecular structure, C8H13Cl19.

Lowest unoccupied orbital energy = -0.020 eV
HOMO energy = -9.675 eV
Total charge = 0

Each line ends with the Mulliken charge.
Cartesian coordinates (Å):
C: 1.90678 -21.25765 6.10241  -0.036
Cl: 0.89646 -20.90310 4.69567  -0.265
Cl: 3.19358 -22.31404 5.56380  -0.313
Cl: 0.93770 -21.93560 7.42821  -0.336
H: 2.32813 -20.31028 6.43865  0.397
C: 3.15539 -20.33614 3.08780  0.663
Cl: 4.09855 -19.75012 4.50292  -0.126
Cl: 3.37554 -22.07218 2.90527  -0.120
Cl: 3.66704 -19.43824 1.69718  -0.123
H: 2.10272 -20.15869 3.30801  -0.055
C: 0.54618 -22.70524 9.55227  0.852
Cl: -0.96301 -21.96801 8.90963  -0.235
Cl: 0.31431 -24.43898 9.85101  -0.154
Cl: 1.16757 -21.91721 10.94798  -0.153
H: 1.34018 -22.58460 8.81530  -0.325
C: -0.29054 -18.58381 4.39727  1.396
Cl: 1.12035 -18.81218 3.33470  -0.238
Cl: -1.72766 -18.43475 3.41623  -0.187
H: -0.46970 -19.55407 4.86049  -1.664
H: -0.18542 -17.83781 5.18501  0.423
C: 2.97545 -17.16356 5.74033  -0.472
Cl: 2.12304 -18.66391 6.27204  -0.046
Cl: 1.84351 -16.17005 4.75458  -0.128
H: 3.36968 -16.62957 6.60492  0.460
H: 3.81326 -17.37897 5.07718  0.280
C: 3.16561 -24.61902 6.89251  0.376
Cl: 2.49652 -24.66317 8.58281  -0.144
Cl: 3.30347 -26.26072 6.23947  -0.174
H: 2.49474 -24.01665 6.27998  -0.308
H: 4.16345 -24.18108 6.91746  0.359
C: -1.02618 -19.92770 7.37097  0.370
Cl: -0.17242 -18.40069 6.98601  -0.299
Cl: -1.70013 -20.68009 5.94173  -0.097
H: -0.30678 -20.58963 7.85306  -0.294
H: -1.80237 -19.64637 8.08264  0.707
C: -0.50591 -23.13234 5.30337  0.240
Cl: 0.78537 -24.16161 5.95352  -0.057
Cl: -1.83644 -24.11379 4.49066  -0.215
H: -0.89016 -22.51533 6.11562  0.033
H: -0.02371 -22.49696 4.56048  0.010

3.
The following is a DFT calculation (ωB97M-V/def2-TZVPD) of a molecular structure, C8H13Cl2IO3PS.

Lowest unoccupied orbital energy = 2.421 eV
HOMO energy = -4.191 eV
Total charge = -1

Each line ends with the Mulliken charge.
Cartesian coordinates (Å):
C: 3.83042 1.66669 2.12126  -0.087
C: 2.93616 1.34753 1.34674  -1.043
C: 1.47137 1.06086 0.78591  0.279
O: 1.53314 0.46040 -0.52414  -0.421
P: 1.54192 -1.29651 -0.47234  0.163
C: 3.44921 -1.46978 -0.31381  -0.598
C: 4.06123 -2.35562 -1.48988  0.239
O: 4.48960 -3.46177 -1.25422  -0.461
I: 4.17402 -1.61474 -3.56579  -0.105
O: 1.19957 -1.28772 1.25185  -0.558
C: 0.61227 -0.03898 1.62439  0.112
S: -1.12875 0.30503 0.95973  -0.193
H: 4.58163 2.11810 2.81757  0.378
H: 1.01758 2.09756 0.68962  0.372
H: 1.71651 -1.15960 -1.91394  -0.067
H: 1.54065 -2.75713 -0.49338  0.007
H: 0.13956 -1.46043 -0.83451  0.041
H: 3.94523 -0.45504 -0.42529  0.311
H: 3.77053 -1.99181 0.64396  0.229
H: 0.46161 0.14981 2.72311  0.415
H: -1.04712 1.39664 0.10998  0.103
Cl: -5.27587 3.12461 -1.02470  -0.193
C: -5.74857 1.40835 -1.12041  -0.418
C: -5.48680 0.67002 0.17470  -0.537
Cl: -3.74463 0.47908 0.50338  -0.178
H: -5.21131 0.95633 -1.95435  0.318
H: -6.81526 1.38744 -1.35067  0.292
H: -5.90977 -0.33475 0.11875  0.288
H: -5.93780 1.18229 1.02569  0.313

4.
The following is a DFT calculation (ωB97M-V/def2-TZVPD) of a gas-phase ion, C8H13Cl2N2 (charge +1).

Lowest unoccupied orbital energy = -3.013 eV
HOMO energy = -11.531 eV
Structure (SMILES) = C[NH+](C)C1=CC=C(N)CC1(Cl)Cl
Total charge = +1

Each line ends with the Mulliken charge.
Cartesian coordinates (Å):
C: -0.02781 1.03563 -0.14361  0.250
C: 1.21105 1.67877 -0.14458  -1.059
C: -0.07698 -0.27205 0.02858  -0.915
C: 1.41854 -1.17557 0.14716  0.478
C: 2.45357 -0.22213 0.74980  -0.827
C: 2.39926 1.18125 0.23892  0.692
C: -2.36373 -0.47933 0.71378  -0.799
C: -1.70649 -1.13178 -1.55620  -0.666
N: 3.55442 1.86531 0.22038  -0.502
N: -1.26683 -1.07142 -0.14720  0.274
Cl: 1.04464 -2.72056 1.06323  -0.193
Cl: 1.89806 -1.68369 -1.44531  -0.097
H: -0.92801 1.54990 -0.44538  0.397
H: 1.04022 2.78554 -0.39687  0.188
H: 2.20963 -0.06558 1.79124  0.336
H: 3.39147 -0.77106 0.54219  0.391
H: -2.81652 0.45630 0.30932  0.324
H: -3.21021 -1.09624 1.15230  0.338
H: -1.76431 -0.13592 1.58176  0.384
H: -1.49791 -0.12586 -1.86080  0.355
H: -0.98334 -1.76400 -2.22651  0.249
H: -2.63738 -1.67682 -1.66337  0.404
H: 4.40747 1.61969 0.86156  0.281
H: 3.47723 2.82264 0.14304  0.239
H: -1.06374 -1.97978 0.39021  0.478

5.
The following is a DFT calculation (ωB97M-V/def2-TZVPD) of 4 unconnected molecules or ions with the total composition C8H13Cl4FO6.

Lowest unoccupied orbital energy = 0.337 eV
HOMO energy = -10.846 eV
Structure (SMILES) = O=C1OC[C@@H](F)O1.COC(=O)OC.ClCCl.ClCCl
Total charge = 0

Each line ends with the Mulliken charge.
Cartesian coordinates (Å):
C: 0.52948 -2.59255 -0.46973  -0.484
O: 1.15403 -3.71174 -1.11688  -0.396
C: 2.12529 -4.30103 -0.40804  0.776
O: 2.40396 -4.05385 0.72977  -0.552
O: 2.76518 -5.22221 -1.12352  -0.319
C: 2.30907 -5.56614 -2.42810  -0.595
H: 1.14376 -1.71044 -0.62442  0.249
H: 0.39595 -2.80773 0.58711  0.351
H: -0.45427 -2.44911 -0.90931  0.169
H: 1.22983 -5.72026 -2.45451  0.286
H: 2.80608 -6.48635 -2.71088  0.255
H: 2.53486 -4.77021 -3.13941  0.265
C: -1.89592 2.11346 -0.58143  -0.036
C: -2.44081 0.71725 -0.83523  0.486
O: -3.82487 0.90799 -0.90380  -0.365
C: -4.15375 2.16946 -0.49544  0.555
O: -5.25803 2.57400 -0.41878  -0.492
O: -3.03953 2.86778 -0.19282  -0.323
F: -2.18739 -0.11980 0.23134  -0.319
H: -1.49494 2.51560 -1.51769  0.303
H: -1.12001 2.21443 0.16709  -0.086
H: -2.10053 0.20526 -1.72898  0.250
C: -0.33669 5.14165 3.52593  -0.299
Cl: -0.36284 4.70156 1.80330  -0.126
Cl: 1.30304 5.27026 4.15736  -0.146
H: -0.80146 6.11113 3.64475  0.307
H: -0.88888 4.36669 4.04051  0.266
C: 1.99882 1.65410 0.70053  0.063
Cl: 1.40153 1.57882 -0.97394  -0.164
Cl: 1.74569 0.12898 1.55795  -0.131
H: 3.06396 1.83801 0.67690  0.339
H: 1.44941 2.43498 1.21036  -0.085

6.
The following is a DFT calculation (ωB97M-V/def2-TZVPD) of a gas-phase ion, C8H13ClNO2S (charge +1).

Lowest unoccupied orbital energy (spin up / spin down) = -5.204 / -5.202 eV
HOMO energy (spin up / spin down) = -11.789 / -11.791 eV
Total charge = +1

Each line ends with the Mulliken charge.
Cartesian coordinates (Å):
C: 0.73918 -2.59626 -0.73571  0.217
C: -1.75860 0.33381 1.69390  -0.900
C: -1.29443 1.67833 1.26614  -0.760
C: -1.17413 -0.68545 0.70089  -0.243
C: 0.13719 1.46106 0.82391  1.490
C: 0.03518 0.05930 0.22633  -0.437
C: 0.70777 2.48648 -0.07820  -1.705
C: 1.06088 -1.21801 -2.81611  -0.786
N: 0.93209 -1.44803 -1.35156  0.007
O: 1.06223 -2.90370 0.43488  -0.301
O: 0.90978 -0.23708 -0.69178  -0.163
S: 1.66056 -1.96411 1.62973  -0.093
Cl: 1.14980 1.16196 2.26812  -0.073
H: 0.42774 -3.39268 -1.36821  0.371
H: -1.43703 0.16381 2.69247  0.357
H: -2.94697 0.35134 1.60838  0.320
H: -2.06473 1.96558 0.50524  0.325
H: -1.24107 2.38467 2.12737  0.385
H: -0.95080 -1.57695 1.26257  0.357
H: -1.87363 -0.89546 -0.04512  0.413
H: 1.75671 2.60159 0.07004  0.458
H: 0.34189 3.46231 0.11642  0.415
H: 0.64381 2.38826 -1.12122  0.375
H: 1.81455 -0.45198 -2.77403  0.352
H: 1.24940 -2.26433 -3.17511  0.337
H: 0.11262 -0.86447 -3.26933  0.283

Which value of total charge does entry 2 give?
0

What is the total charge in the sixth record?
+1

Which formula does entry 3 have?
C8H13Cl2IO3PS

What is the total charge in the fourth record?
+1